[1]
C20H20N4O3S in the gas phase in a non-equilibrium geometry, computed with wB97M-V/def2-TZVPD.

Properties
* frontier orbital gap: 0.284 Eh
* net charge: 0
* molecular weight: 396.47 g/mol

XYZ file:
```
48
Properties=species:S:1:pos:R:3:forces:R:3:nbo_charge:R:1
C 8.06452 3.29053 -0.94447 -1.1 -0.1 -0.2 -0.6439
C 6.50773 3.10373 -0.89079 0.5 -1.5 -1.8 0.1237
C 5.71892 3.86599 0.15709 0.7 0.9 -1.0 -0.6853
C 5.97389 2.21410 -1.81747 0.4 1.9 2.6 -0.3320
C 4.58020 1.73584 -1.99729 -0.6 -1.2 -3.1 0.6335
O 4.40326 1.00437 -3.01389 -0.4 1.2 2.6 -0.6181
N 3.52225 2.13838 -1.19229 0.6 0.1 0.2 -0.6324
C 2.22590 1.60518 -1.15186 -0.8 0.0 1.3 0.0513
S 1.55900 0.38256 -2.22160 0.6 0.1 -0.3 0.4227
C 0.11635 0.23997 -1.23369 0.2 -0.1 1.1 0.2364
N -0.83812 -0.76481 -1.48137 0.5 -0.2 -0.7 -0.5932
C -1.89941 -1.24079 -0.65380 -1.0 -1.2 -1.1 0.1556
C -2.31055 -0.64660 0.55897 -1.1 -0.6 0.5 -0.2061
C -3.41186 -1.15343 1.25059 2.4 1.3 -0.8 -0.1526
C -4.06691 -2.29040 0.83564 -1.2 -0.7 0.1 -0.1263
C -5.10995 -2.79590 1.62222 -1.2 -1.9 -0.3 -0.1429
C -5.83722 -3.95236 1.26331 0.9 1.2 0.3 -0.0684
C -7.02623 -4.43022 2.09870 0.2 -0.1 -2.3 -0.0758
O -8.01969 -3.41479 2.10096 -0.3 0.4 0.1 -0.7172
C -5.48032 -4.55322 0.04153 1.6 1.2 -0.9 -0.2027
C -4.44067 -4.05160 -0.77667 -1.9 -0.5 1.8 -0.2150
C -3.73068 -2.91128 -0.39114 0.8 0.6 0.2 0.0298
C -2.67122 -2.34736 -1.13640 1.0 1.6 0.8 -0.2470
N 0.14420 1.02507 -0.20050 -0.2 0.6 0.0 -0.4966
C 1.27669 1.84820 -0.14536 0.4 -0.6 -0.8 -0.0538
C 1.47004 2.82397 0.96893 -0.1 0.6 1.5 0.6508
N 0.50559 2.98044 1.93103 -1.2 -1.5 -0.8 -0.8117
O 2.47186 3.51477 1.14070 0.9 -0.3 -1.3 -0.6628
H 8.37212 4.29913 -1.27548 -0.4 -0.4 0.0 0.2232
H 8.53077 2.53479 -1.60649 -0.3 0.5 0.4 0.2214
H 8.47507 3.17697 0.05647 0.0 -0.1 0.2 0.2190
H 4.82529 4.30248 -0.29819 0.0 0.0 0.1 0.2333
H 5.41246 3.21487 0.95548 -0.1 -0.2 0.6 0.2447
H 6.29924 4.74215 0.53780 -0.3 -0.9 -0.1 0.2316
H 6.63009 1.75265 -2.53665 0.0 -0.1 0.0 0.2329
H 3.76786 2.78675 -0.43139 -0.8 -0.5 -0.3 0.4570
H -0.62467 -1.37382 -2.29908 -0.3 0.9 1.2 0.4078
H -1.82848 0.19923 0.98573 0.5 0.5 -0.1 0.2297
H -3.67608 -0.63709 2.15107 -0.3 0.0 0.4 0.2105
H -5.34853 -2.28782 2.53556 -0.2 0.2 0.4 0.2111
H -7.44534 -5.35019 1.63637 0.3 0.3 0.2 0.1616
H -6.70339 -4.71095 3.08105 -0.2 0.4 0.8 0.1921
H -8.11329 -3.02682 1.20358 0.3 -0.6 0.8 0.4745
H -6.00888 -5.39367 -0.32480 -0.5 -0.8 -0.1 0.2084
H -4.22238 -4.54124 -1.68839 0.2 -0.4 -0.8 0.2092
H -2.48588 -2.74289 -2.11309 0.3 -0.3 -0.4 0.2003
H 0.73093 3.50589 2.76864 0.1 -0.2 -0.5 0.4098
H -0.28446 2.32927 1.94074 0.5 0.5 0.1 0.4020
```
Forces are in eV/Å.

[2]
C11H15NO in the gas phase in a non-equilibrium geometry, computed with wB97M-V/def2-TZVPD.

Properties
* frontier orbital gap: 0.333 Eh
* net charge: 0
* molecular weight: 177.25 g/mol

XYZ file:
```
28
Properties=species:S:1:pos:R:3:forces:R:3:nbo_charge:R:1
C 1.08311 -3.75596 1.76779 5.0 -1.8 -0.7 -0.2571
O 2.09352 -2.75270 1.29085 1.2 -5.6 2.9 -0.5051
C 1.38874 -1.94458 0.63029 -1.2 -0.1 -7.9 0.2794
C 1.06553 -2.18895 -0.79221 0.9 -0.8 3.3 -0.2498
C 0.43614 -1.19407 -1.42445 -1.0 -1.9 -1.8 -0.2047
C -0.00315 -0.06954 -0.83208 -0.4 4.0 2.3 -0.0443
C 0.46709 0.26945 0.46213 -1.1 -2.1 -1.4 0.0235
C 1.12235 -0.79205 1.12976 -0.7 5.8 1.0 -0.2521
C 0.01390 1.49801 1.19371 0.7 -1.7 -1.0 -0.4278
C -0.58048 2.49159 0.25675 -1.5 0.9 1.4 -0.4199
C -1.55963 1.94589 -0.78858 0.7 1.1 0.2 -0.0398
N -2.03336 3.04828 -1.73278 2.0 -1.8 0.0 -0.8053
C -0.84680 0.93451 -1.61735 0.7 -1.0 0.5 -0.4340
H 0.71315 -3.33532 2.61883 -1.9 0.9 2.0 0.1909
H 0.46198 -4.11632 0.98810 -0.9 0.3 -0.6 0.1958
H 1.73129 -4.61756 2.05668 -0.6 0.5 0.0 0.1920
H 1.26473 -3.15612 -1.24058 0.2 0.2 0.0 0.2111
H 0.03747 -1.43235 -2.38725 0.0 0.2 -0.9 0.2039
H 1.71247 -0.55154 1.96663 0.1 0.3 1.7 0.2013
H 0.85873 1.93178 1.69964 0.2 0.2 0.6 0.2180
H -0.70045 1.10287 1.89707 -0.4 0.3 0.6 0.2133
H -1.11153 3.12689 0.97324 -0.3 0.6 -0.5 0.2039
H 0.21512 3.10309 -0.14152 0.2 0.1 -0.7 0.2015
H -2.37167 1.32638 -0.31479 0.3 1.3 -0.2 0.1944
H -1.15101 3.54190 -1.96101 -0.4 -0.6 -0.4 0.3393
H -2.45310 3.76266 -1.22286 -1.5 1.2 1.4 0.3450
H -0.18318 1.31650 -2.36012 0.3 0.9 -0.7 0.2088
H -1.67097 0.50725 -2.11586 -0.6 -1.3 -1.1 0.2179
```
Forces are in eV/Å.